A 10-piece molecular cluster, C20H60O10S10 overall at a distorted geometry, computed with ωB97M-V with the def2-TZVPD basis set.

Positions of all 100 atoms, in Å:
C: 34.51003 23.26286 8.52833
S: 32.83350 23.36227 9.29033
O: 32.11050 24.49338 8.53901
C: 31.96904 21.89512 8.47137
H: 35.30082 23.93600 8.85943
H: 34.28912 23.36443 7.46580
H: 35.01581 22.29889 8.58351
H: 31.86713 22.14037 7.41421
H: 30.97656 21.75925 8.90104
H: 32.55662 20.97755 8.50169
C: 34.09707 24.80671 0.48360
S: 35.02192 24.36046 2.00720
O: 36.21594 23.53351 1.55831
C: 33.85650 23.11965 2.65536
H: 34.42787 25.74452 0.03732
H: 33.07896 25.13263 0.69657
H: 34.06314 24.10703 -0.35151
H: 33.35250 22.61240 1.83269
H: 33.15689 23.65919 3.29375
H: 34.43072 22.43585 3.28049
C: 36.05046 20.42823 0.43601
S: 36.56417 21.35014 -1.16129
O: 37.68374 20.56423 -1.95239
C: 35.02924 21.09401 -1.99043
H: 35.54986 19.47716 0.25445
H: 35.19585 20.93061 0.88916
H: 36.90488 20.42609 1.11281
H: 34.92332 20.02400 -2.16922
H: 35.06533 21.75338 -2.85762
H: 34.10785 21.40184 -1.49607
C: 39.76882 23.48286 6.41254
S: 38.78158 24.98480 6.50219
O: 39.38409 26.01147 5.55024
C: 37.20699 24.31022 5.72732
H: 39.94640 23.30961 5.35115
H: 39.32447 22.60711 6.88552
H: 40.65962 23.76165 6.97543
H: 36.42124 24.99542 5.40919
H: 36.73566 23.51975 6.31137
H: 37.41688 23.88352 4.74652
C: 36.62701 20.27826 4.46322
S: 35.78818 19.54940 6.00475
O: 35.58846 20.63120 7.05402
C: 34.19006 19.09971 5.23403
H: 36.12106 19.74789 3.65648
H: 37.70866 20.41007 4.43568
H: 36.40003 21.34058 4.37348
H: 33.42397 18.78346 5.94198
H: 34.24423 18.21406 4.60095
H: 33.74201 19.91021 4.65918
C: 42.86129 16.52331 5.21577
S: 42.53775 18.17478 4.51811
O: 42.95867 18.29557 3.05995
C: 40.73437 18.32582 4.63683
H: 42.34654 16.45495 6.17413
H: 43.92504 16.41090 5.42527
H: 42.53353 15.78156 4.48743
H: 40.25205 17.64164 3.93873
H: 40.45035 19.35543 4.41923
H: 40.35593 18.23559 5.65504
C: 28.86503 15.87720 6.42555
S: 29.58060 15.36810 4.86881
O: 28.46820 15.53725 3.83182
C: 30.70560 16.80543 4.38600
H: 28.53963 16.91726 6.44721
H: 29.54667 15.89056 7.27602
H: 27.97043 15.31693 6.69738
H: 31.24912 16.59761 3.46432
H: 31.36331 17.31660 5.08900
H: 29.99987 17.58207 4.09123
C: 42.37177 21.42103 2.57204
S: 40.75003 22.36882 2.38274
O: 39.69355 21.61977 3.20273
C: 40.43307 21.82157 0.61200
H: 42.67763 21.40556 3.61813
H: 43.10889 21.76250 1.84530
H: 42.18538 20.38078 2.30514
H: 39.42233 21.95033 0.22480
H: 40.93527 20.87443 0.41497
H: 40.97599 22.50102 -0.04503
C: 33.96217 17.61785 9.00960
S: 32.14124 17.85266 9.04111
O: 31.70148 17.71229 7.55376
C: 31.50028 16.37832 9.90470
H: 34.37063 17.62757 10.02014
H: 34.48522 18.44816 8.53515
H: 34.23087 16.67474 8.53375
H: 31.87364 15.45785 9.45586
H: 30.41245 16.43040 9.85993
H: 31.85137 16.33264 10.93560
C: 27.27322 20.74683 6.55454
S: 28.31756 19.52462 5.49318
O: 28.06202 19.77276 3.94402
C: 29.96290 20.35682 5.69277
H: 27.87001 21.12861 7.38290
H: 26.26058 20.52973 6.89444
H: 27.30814 21.69490 6.01784
H: 30.00040 21.41867 5.93600
H: 30.50088 20.27480 4.74834
H: 30.61763 19.72966 6.29784

Forces on the atoms, in the same order (eV/Å):
C -0.1562 -0.9952 -0.8249
S -1.2757 0.7040 -1.6668
O 1.2109 -1.1259 1.2334
C 1.2030 0.2223 -0.0857
H -0.8223 0.6894 0.2807
H 0.1829 0.4208 -0.0592
H -0.5899 -0.4526 0.3726
H 0.0326 0.3896 0.0886
H 0.2418 0.2009 0.2425
H 0.0120 -0.0505 0.3940
C -0.6702 1.0615 -0.2542
S 0.9020 -1.2950 -1.3511
O -1.0216 0.9290 0.4348
C -0.1122 0.6109 -0.0223
H 0.9754 -0.0351 0.2979
H -0.3013 -0.5680 0.5715
H 0.2928 -0.5971 0.5244
H 0.0441 -0.0707 0.1518
H -0.2418 -0.1196 -0.0925
H 0.0989 0.0569 -0.1834
C -0.3452 0.4324 -0.9318
S 2.3095 -1.5400 0.6517
O -2.9397 1.3997 1.9023
C -0.7839 -0.1286 -0.6274
H 0.9577 -0.5497 -0.4753
H 0.4186 0.9800 -0.0051
H -0.1405 -0.2175 -0.1472
H 0.1160 0.1136 -0.6247
H 0.1265 -0.6336 -0.4568
H 0.3580 0.1821 0.7645
C 0.0246 0.3215 -0.3204
S -1.2412 1.2485 -0.8508
O -0.6432 -1.6588 0.9909
C 0.3001 -0.4512 -0.9389
H 0.2652 -0.1980 0.0738
H -0.3215 0.2101 -0.0111
H 0.1961 -0.1532 -0.3045
H 0.3339 0.8778 0.8937
H 0.2925 0.0486 0.4251
H 0.7538 -0.3450 -0.0386
C -1.3009 0.6827 0.7006
S 0.7977 0.4613 0.0019
O -0.1889 -0.7700 -1.2081
C -0.5888 0.2695 -0.2866
H 0.6874 -0.0480 -0.2331
H 0.1870 -1.2897 0.2638
H -0.9226 0.1051 0.1970
H 0.3662 0.2786 0.7740
H 0.7445 0.0937 -0.2165
H 0.2413 0.2114 -0.0612
C -0.3930 0.0912 -0.6353
S 0.9265 1.5119 -0.0429
O -0.7987 -0.9070 1.4370
C -0.1534 -0.1562 -0.1419
H -0.2429 -0.0149 -0.1611
H -0.0118 0.2572 -0.3261
H -0.0456 -0.1986 0.2276
H -0.1003 -0.0019 0.0980
H 0.4110 0.1045 -0.6500
H 0.3750 -0.6602 0.1553
C -0.1576 1.4647 1.1759
S -0.5555 0.7579 -1.9825
O 1.3026 -0.4536 1.4071
C -0.8108 0.7397 0.1847
H -0.0706 0.1151 -0.7361
H 0.4918 -0.6223 -0.2371
H 0.2537 -0.5187 -0.5006
H -0.0657 -0.7101 0.1857
H 0.0672 -0.7763 0.5660
H -0.4287 -0.1049 -0.0505
C -1.3038 -0.3212 -0.5379
S -0.7182 -1.8442 -0.4865
O 1.2122 0.6033 -0.4023
C 1.3442 0.8947 -0.0320
H 0.1082 0.5429 -0.1536
H 0.0634 0.4842 0.3741
H -0.2846 -0.0241 0.0461
H -0.2303 -0.4871 0.8263
H -0.7027 -0.3306 0.2898
H 0.3621 0.4104 0.2096
C -0.0818 -0.4796 0.6270
S -0.1680 0.1188 -2.1864
O 0.6196 0.0957 2.2244
C 0.9095 -0.2677 -0.1511
H -0.3117 -0.1906 0.2598
H -0.6048 0.1690 -0.3876
H -0.1872 0.0376 -0.1187
H -0.1619 0.0912 -0.4211
H 0.1512 0.1012 -0.0377
H -0.1247 0.4703 0.0978
C 1.5264 1.0658 -0.6197
S -0.4015 2.0497 -3.0154
O 0.0716 -0.5411 3.8800
C 0.5008 -0.5763 -0.1749
H 0.2434 -0.9815 0.5672
H 0.2601 -0.6487 -0.4729
H -0.5831 -0.1973 -0.8422
H -0.4991 -0.1613 0.3861
H -0.7413 -0.0828 -0.5426
H -0.3266 0.1734 0.8678

Results
Highest occupied orbital energy = -8.7 eV
2S+1 = 1
Total charge = 0
HOMO-LUMO gap = 0.314 Ha


C30H47CaCl3N3O6Si as an isolated structure at a distorted geometry, computed with ωB97M-V with the def2-TZVPD basis set.

Positions of all 91 atoms, in Å:
C: -0.95683 -0.68843 -3.84102
C: -0.56480 -2.04173 -3.32818
H: -0.68542 -0.56089 -4.89545
H: -0.49760 0.12427 -3.24932
H: -2.04845 -0.55484 -3.76379
C: -0.08057 -3.03967 -4.07968
C: 0.10080 -3.02381 -5.55665
H: 0.22070 -3.96529 -3.58494
H: -0.13187 -2.05650 -6.01185
H: -0.53521 -3.77492 -6.04123
H: 1.13477 -3.28537 -5.81114
Ca: 0.57375 0.22626 0.18424
Cl: 0.15716 2.23731 -1.57459
C: 0.37730 -2.57032 1.86065
O: 1.30057 -1.91083 1.34459
N: 0.55630 -3.54667 2.76748
C: 1.88608 -3.80548 3.29720
C: -0.48018 -4.52773 3.05967
H: -0.68432 -2.43232 1.57397
H: 2.53101 -2.95313 3.06421
H: 2.30339 -4.72593 2.85875
H: 1.80575 -3.94384 4.38299
H: -1.41502 -4.22118 2.57200
H: -0.63207 -4.58296 4.14715
H: -0.18581 -5.52174 2.68435
H: 1.38983 3.05150 5.11157
H: -0.79456 4.37315 4.29759
C: 1.72995 3.13024 4.07503
C: -0.32367 4.36755 3.30655
N: 0.56701 3.22002 3.19795
H: 2.29637 2.23893 3.79133
C: 0.55063 2.45980 2.09918
O: 1.45496 1.65218 1.80809
H: -1.09287 4.25486 2.53051
H: -0.33785 2.59433 1.44278
H: 2.35950 4.02189 3.95568
H: 0.23478 5.30237 3.13517
H: 2.04763 -0.35616 -3.59468
H: 2.93411 -2.77243 -3.29750
C: 2.87106 0.00840 -2.96117
C: 3.77808 -2.28713 -2.77652
N: 3.33846 -1.07431 -2.10515
H: 2.52286 0.85127 -2.35742
C: 3.34623 -0.96670 -0.76291
O: 2.92833 0.03491 -0.15238
H: 4.19161 -2.97283 -2.02738
H: 3.75483 -1.85876 -0.24464
H: 3.69815 0.32208 -3.61580
H: 4.55430 -2.03454 -3.51603
O: 0.40360 -1.40983 -1.32151
C: -0.58628 -2.17263 -1.79829
C: 0.69164 -4.22681 -0.87173
C: -0.51705 -3.61507 -1.22408
H: 1.61868 -3.65700 -0.98919
C: 0.69472 -5.52151 -0.35117
H: -1.57720 -1.76020 -1.50333
C: -1.71635 -4.28928 -1.01847
H: 1.64460 -5.98011 -0.05596
C: -0.51104 -6.21554 -0.22155
C: -1.72369 -5.59527 -0.54170
H: -2.65090 -3.76292 -1.25064
H: -0.50795 -7.23565 0.15503
H: -2.67152 -6.12511 -0.41932
Si: 0.18449 6.56009 -3.16565
Cl: -0.09244 5.77017 -5.07456
C: 2.01820 6.40726 -2.82444
C: -0.89128 5.53890 -2.04381
C: -0.36621 8.35402 -3.20760
H: 2.32225 5.35472 -2.88562
H: 2.26336 6.77943 -1.82221
H: 2.59967 6.98203 -3.55706
H: 0.22676 8.93283 -3.92706
H: -0.25037 8.81699 -2.21891
H: -1.42260 8.42832 -3.49575
H: -0.57350 4.48367 -2.08879
H: -1.94527 5.59932 -2.34427
H: -0.80780 5.86191 -0.99890
Cl: -6.01738 1.18710 6.49631
C: -4.79629 0.79739 5.36136
C: -3.58059 0.23235 5.79884
C: -2.58491 -0.07082 4.86000
C: -2.76363 0.16555 3.48247
C: -3.98286 0.71276 3.07254
C: -4.99725 1.03213 3.98884
C: -1.63232 -0.13871 2.51057
O: -0.59424 -0.61261 3.07443
O: -1.76591 0.08037 1.26046
H: -3.43721 0.04471 6.86119
H: -1.65152 -0.50635 5.22747
H: -4.15649 0.89465 2.00861
H: -5.94516 1.46379 3.66420

Forces on the atoms, in the same order (eV/Å):
C -0.1832 0.2282 -0.0245
C 0.4314 -1.0062 0.0504
H -0.0744 0.0962 0.2472
H -0.1206 -0.4229 -0.1602
H 0.2303 -0.0193 0.0100
C -0.3006 0.3453 0.3498
C 0.1413 -0.0926 -0.4650
H -0.1497 0.1329 -0.0436
H 0.0838 -0.1888 0.0763
H 0.0431 0.0414 0.0108
H -0.0369 0.0546 -0.1134
Ca -0.3025 -1.1338 -0.3761
Cl 0.0660 0.0308 0.2079
C 0.6302 0.6803 -1.1433
O -1.0834 -0.7618 1.1296
N 0.2944 -0.3202 0.0551
C -0.3036 -0.0945 -0.0712
C 0.1736 0.3716 0.0327
H 0.5101 -0.1468 -0.0547
H -0.1697 -0.2198 0.0470
H -0.0003 0.2107 0.0696
H 0.1196 0.0446 -0.1423
H 0.2700 -0.1261 0.1415
H -0.0648 -0.0416 -0.2111
H -0.1323 0.2871 0.0662
H 0.1076 0.0404 -0.0710
H 0.0600 0.1436 -0.2299
C -0.2572 0.0705 -0.0738
C 0.0637 -0.4254 -0.0759
N 0.2949 0.2949 0.0365
H -0.1392 0.2346 0.1195
C 0.7968 -0.8882 -0.6975
O -1.2259 1.0790 0.5609
H 0.1312 0.1873 0.3126
H 0.3198 0.0258 0.2771
H -0.0547 -0.1409 0.0776
H -0.2235 -0.2142 0.1221
H 0.1350 0.1209 0.3093
H 0.2194 0.1818 0.2300
C -0.1276 -0.1619 -0.1262
C -0.1546 0.1877 0.1247
N 0.3922 -0.0908 0.3429
H 0.0288 -0.2525 -0.1505
C -0.7170 0.8677 -0.3297
O 0.7258 -1.1348 -0.5224
H -0.0780 0.0591 -0.2467
H -0.1846 0.3366 -0.0938
H -0.1264 0.0105 0.1438
H -0.1532 -0.1453 0.1909
O 1.0047 0.9292 0.5977
C -0.2959 -0.0485 -0.1343
C -0.1289 0.1463 -0.0488
C -0.2481 0.5313 -0.5356
H -0.3799 -0.1239 0.0673
C -0.0905 0.1753 -0.1804
H -0.2206 -0.3276 0.1333
C -0.0792 -0.1031 -0.0736
H -0.3706 0.0542 -0.1226
C -0.0907 0.0004 0.1233
C 0.1782 -0.1277 0.0736
H 0.3314 -0.2898 0.0611
H -0.0176 0.1061 -0.0179
H 0.3090 0.0875 0.0186
Si -0.1407 -0.1701 0.2426
Cl -0.0202 0.1034 -0.2043
C -0.0127 0.0213 0.0169
C 0.1418 -0.0460 -0.0305
C 0.0549 0.0772 -0.1123
H -0.0871 0.1950 0.0419
H -0.0217 -0.0645 -0.1181
H -0.1201 -0.1074 0.1278
H -0.1140 -0.0828 0.1235
H -0.0083 -0.0916 -0.1345
H 0.2032 -0.0373 0.0527
H -0.1437 0.2982 0.0568
H 0.2008 0.0256 0.0308
H -0.0131 -0.0040 -0.1058
Cl -0.4980 0.1601 0.4356
C 1.4189 -0.4814 -1.3056
C -0.4506 0.2867 -0.6606
C -0.2408 0.0265 0.2781
C -0.5943 0.2627 0.4493
C -0.2745 0.0853 0.0405
C 0.2638 -0.1635 0.5641
C 1.4402 -0.6780 0.1618
O -1.2596 0.9593 -0.7529
O 0.2144 0.0797 1.2277
H 0.0388 0.0170 -0.2351
H -0.2721 0.1871 -0.3985
H 0.1874 -0.0714 0.3207
H 0.3010 -0.1323 0.0061

Results
Highest occupied orbital energy = -4.8 eV
2S+1 = 1
Total charge = -1
HOMO-LUMO gap = 0.264 Ha


Relative energy (zero: lowest compared OMol25 entry of this formula, charge and spin) for every record listed, in sequence, given in kJ/mol: 466.03 0.00.
E_tot for every record listed, in sequence, given in eV: -150527.81205 -112522.07206.
LUMO for every record listed, in sequence, given in eV: -0.15 2.39.